Record 1
92
Properties=species:S:1:pos:R:3 method="wB97M-V/def2-TZVPD" homo_ha=-0.420 lumo_ha=-0.1824 energy_ev=-120312.847 charge=+1 orbital_gap_ev=6.47
N 5.33490 4.05475 -3.17440
P 5.30207 2.43203 -3.25442
C 3.43474 1.94042 -3.35479
N 2.54873 2.67984 -2.53582
N 1.25657 2.38226 -2.61706
C 0.56306 1.38831 -3.40131
C -1.04266 1.24188 -3.34271
C -1.63140 2.52718 -4.15951
O -2.82245 2.91768 -4.01008
Cl -0.45707 3.39131 -5.29864
C 1.43644 0.46623 -4.34515
C 3.00356 0.74680 -4.33436
N 3.93008 -0.00540 -5.16805
H 4.36590 4.41785 -3.22280
H 6.01768 2.06767 -4.44106
H 5.90324 1.94777 -2.04082
H 0.62786 2.95256 -2.00315
H -1.39183 0.25534 -3.83720
H -1.42386 1.23105 -2.25929
H 0.98358 -0.34542 -5.01955
H 3.45251 -0.08180 -6.09767
H 4.80534 0.50448 -5.36289
C 2.74863 -0.01197 1.12067
C 3.12101 -0.14662 -0.31767
O 2.35621 -1.25234 -0.75164
C 1.24173 -1.24683 0.03149
O 0.24208 -1.86361 -0.21602
O 1.39633 -0.44874 1.12208
F 4.43312 -0.45419 -0.45330
H 3.34070 -0.65784 1.77583
H 2.83072 1.01634 1.47645
H 2.88108 0.72904 -0.92745
C 0.70193 -4.62376 2.47106
C -0.25027 -3.89177 3.36058
O 0.58387 -3.38546 4.38336
C 1.80142 -3.20385 3.79762
O 2.68247 -2.54342 4.26888
O 1.89098 -3.85916 2.60512
F -1.14632 -4.74216 3.91879
H 0.88895 -5.64843 2.80513
H 0.36643 -4.64900 1.43298
H -0.77654 -3.06554 2.87303
C -0.01362 1.77228 4.01513
C -1.24044 2.62335 3.99830
O -1.05770 3.42924 2.84820
C -0.30832 2.67740 1.99733
O -0.17750 2.91232 0.82239
O 0.27098 1.62254 2.63153
F -1.28938 3.42716 5.08506
H 0.83205 2.25843 4.50895
H -0.18398 0.80536 4.48599
H -2.17608 2.06322 3.90950
C -4.79605 -3.85540 5.19386
C -4.19914 -3.63764 6.54629
O -3.00165 -2.93920 6.26365
C -3.25320 -2.24450 5.11749
O -2.57792 -1.33565 4.71862
O -4.36829 -2.70214 4.48420
F -3.88181 -4.81469 7.13150
H -4.40770 -4.75075 4.70020
H -5.88499 -3.91617 5.22424
H -4.82073 -3.04313 7.22230
C 1.35989 -4.44679 -6.46098
C 2.65131 -4.51729 -5.71183
O 3.52153 -3.72268 -6.49304
C 2.72551 -2.79834 -7.09496
O 3.13255 -1.79581 -7.61627
O 1.40914 -3.14435 -7.02812
F 3.12927 -5.78125 -5.68640
H 1.29502 -5.18909 -7.26138
H 0.49286 -4.55869 -5.80810
H 2.60375 -4.11854 -4.69390
C -0.45468 -1.22509 7.11623
C 0.14503 -1.00350 8.46697
O 1.33868 -0.30289 8.17885
C 1.08527 0.38738 7.03292
O 1.75741 1.29438 6.62963
O -0.03275 -0.07563 6.40160
F 0.46726 -2.17915 9.05478
H -0.06578 -2.12016 6.62267
H -1.54180 -1.28881 7.15026
H -0.47674 -0.40936 9.14334
C -5.06773 5.21482 -5.50502
C -5.01953 6.39464 -4.58801
O -5.36753 7.47331 -5.42976
C -6.17798 6.93863 -6.38742
O -6.87923 7.58306 -7.11103
O -6.09602 5.57669 -6.41377
F -3.76272 6.59871 -4.12383
H -4.13289 5.06858 -6.05390
H -5.31490 4.29012 -4.98105
H -5.72021 6.34158 -3.74945

---

Record 2
64
Properties=species:S:1:pos:R:3 method="wB97M-V/def2-TZVPD" homo_ha=-0.337 lumo_ha=-0.2090 energy_ev=-42591.836 charge=+1 orbital_gap_ev=3.48
F -2.78696 -3.20242 2.76625
C -3.69081 -2.20234 2.76029
F -4.57911 -2.38154 1.76345
F -4.32391 -2.13765 3.94757
C -2.95843 -0.89668 2.53704
C -3.50187 0.08827 1.73597
C -2.81875 1.25516 1.51651
C -1.55264 1.48019 2.10119
C -0.90356 2.70483 1.80625
C 0.37170 3.21990 2.15408
C 0.64946 4.56241 1.81880
C 1.84934 5.14506 2.13497
C 2.82483 4.41808 2.79007
C 2.59884 3.09242 3.10652
C 1.40459 2.49760 2.78800
C -1.05297 0.47732 2.95971
C -1.74335 -0.68913 3.15659
H -4.46579 -0.08494 1.29015
H -3.25480 2.01951 0.89566
H -1.49291 3.37260 1.20006
H -0.10485 5.13387 1.30660
H 2.03296 6.17220 1.86903
H 3.76530 4.87861 3.03936
H 3.36776 2.51865 3.59721
H 1.29748 1.44992 2.97682
H -0.15772 0.63069 3.52644
H -1.35496 -1.46227 3.79735
C 1.76101 -1.88364 -2.07407
C 0.44421 -1.41887 -2.66025
N 0.57020 -0.25122 -3.55226
C 0.21250 -0.48197 -4.96150
C 0.79525 0.58755 -5.87197
N 0.51120 1.92723 -5.34404
C 0.24017 3.03702 -6.26538
C 0.79458 4.34097 -5.71313
N 0.40192 4.54993 -4.30974
C 0.50939 5.93465 -3.81389
C -0.81705 6.54448 -3.41062
C 0.39189 3.43930 -3.42874
C 0.35594 3.57540 -2.04200
N 0.44413 2.58351 -1.17251
C 0.55630 1.37280 -1.69163
C 0.56261 1.07604 -3.05386
C 0.48832 2.14638 -3.94874
H 1.62112 -2.71911 -1.38396
H 2.44929 -2.21270 -2.85388
H 2.26059 -1.08320 -1.52752
H -0.02721 -2.22636 -3.22758
H -0.27484 -1.17004 -1.87478
H 0.54718 -1.48103 -5.25464
H -0.87957 -0.47701 -5.02884
H 1.88018 0.47426 -5.95074
H 0.39296 0.51036 -6.88621
H 0.67127 2.80280 -7.24302
H -0.84224 3.10904 -6.40417
H 1.88800 4.32921 -5.75129
H 0.46255 5.19778 -6.30620
H 1.21897 5.94179 -2.98186
H 0.98437 6.53598 -4.59427
H -0.68949 7.54941 -3.00088
H -1.49526 6.61969 -4.26173
H -1.32252 5.94158 -2.65560
H 0.24585 4.55754 -1.61601
H 0.65342 0.57043 -0.98068